[1]
Molecular formula: C56H74O29
Method: DFT, ωB97M-V/def2-TZVPD

Each line ends with the Mulliken charge.
Geometry (Å):
O  -2.10441  1.01561  6.55206  -0.62
O  1.41790  3.72828  2.35052  -0.60
O  -6.57269  -1.68813  0.97066  -0.59
O  5.96678  -2.74445  -1.45954  -0.61
O  -1.36296  -1.97199  2.16033  -0.71
O  4.05011  3.23045  6.97245  -0.49
O  -0.08027  6.40720  5.12533  -0.59
O  1.40111  -2.24576  -0.77669  0.63
O  -4.38298  2.12167  -2.24924  -0.59
O  -1.27495  -3.77989  -6.65209  -0.63
O  -1.48322  5.80350  -3.99039  -0.41
O  0.25622  -3.85437  -9.12807  -0.55
O  6.45087  -2.69269  1.30032  -0.55
O  3.67053  1.84722  5.03203  0.51
O  -3.96229  2.12652  0.46032  -0.52
O  -4.08697  -1.29071  3.00364  -0.57
O  1.81203  -2.16624  1.95158  -0.65
O  1.39199  2.28746  6.85657  -1.04
O  0.47042  0.48407  5.62593  -0.67
O  0.46353  0.69775  -4.55116  -0.47
O  -1.54010  4.69737  6.81395  -0.64
O  -6.31084  -2.05003  -1.68788  -0.64
O  4.00680  -4.47657  -6.38494  -0.60
O  2.60654  -3.83429  -4.14949  -0.36
O  3.77549  4.96592  2.64867  -0.68
O  -3.31200  2.46422  3.10642  -0.48
O  -0.75474  -0.36775  -0.30178  2.40
O  -0.87017  -7.38256  -2.11190  -0.24
O  -2.06132  4.20616  1.49762  -0.51
C  0.66510  -3.65275  -5.47539  -0.67
C  3.81282  4.23559  4.91147  -1.25
C  -5.36126  0.02800  -2.02153  -0.46
C  -1.59601  -2.17706  -1.79133  -0.77
C  -1.10183  -8.73015  -1.84037  -0.37
C  1.97239  -3.88139  -5.32278  -0.11
C  -0.38718  -0.04590  -5.40877  0.70
C  -0.49521  -0.75770  3.92315  -0.28
C  -4.73292  1.31063  -0.01892  0.85
C  4.12312  -2.56929  1.62231  -0.90
C  2.83215  -4.21475  -6.48754  0.78
C  1.96104  3.60371  3.42716  1.04
C  0.83600  -3.87343  -7.90713  0.53
C  -1.89015  -0.83752  -1.05255  -0.28
C  1.95499  0.83972  -2.73078  -1.49
C  -1.60496  5.63661  -6.38579  -1.35
C  -2.24496  -9.35570  -2.65322  -1.15
C  3.65299  -2.74071  -1.12234  -0.21
C  -5.93671  -0.72769  0.26653  0.25
C  -2.39198  3.50731  4.98934  -0.51
C  2.63156  -2.44323  -0.30270  -0.26
C  -2.51387  3.40184  3.66576  -0.03
C  2.15694  -4.06145  -7.79791  -0.84
C  -0.43464  0.64549  -6.73007  -1.42
C  0.32895  -6.86830  -1.57970  -0.60
C  3.73622  1.40160  7.36846  -1.50
C  1.37355  2.96157  4.59579  1.08
C  -0.92442  0.87132  0.33524  0.43
C  -2.97303  -0.88131  3.65879  0.65
C  -0.92890  5.49801  4.60339  0.13
C  -3.10184  -0.16798  4.77272  -1.11
C  0.19179  -5.34146  -1.55589  -0.56
C  -1.62719  4.59616  5.61673  0.60
C  -1.63023  -1.25550  3.09803  0.74
C  3.50349  0.51483  3.02132  -0.05
C  5.19396  -2.64974  0.82071  0.26
C  5.04848  -2.65477  -0.67131  0.65
C  3.27867  4.28161  3.68152  -0.75
C  -5.91742  -1.01954  -1.17641  0.81
C  -1.76637  4.91992  -5.05727  0.11
C  -1.10863  5.39152  3.29896  -0.80
C  0.39434  1.17125  0.99461  0.15
C  -5.37054  0.33108  0.85948  -0.97
C  3.33484  3.41470  6.00704  0.05
C  2.73893  -2.35357  1.21201  0.94
C  -1.88490  4.32388  2.69082  1.20
C  -1.51892  4.27365  -2.08740  -0.19
C  2.00157  2.78072  5.77024  1.40
C  -2.12720  5.49239  -2.78451  -0.64
C  0.59924  0.32726  -3.17568  2.40
C  4.22754  0.94511  6.00237  -0.18
C  -0.61747  0.04441  4.97787  -0.06
C  -4.83945  1.12476  -1.48101  0.13
C  -0.06248  -3.75769  -6.74332  0.48
C  4.19241  1.65921  3.73325  -1.12
C  -1.96508  0.40219  5.52423  0.91
H  0.52970  -1.01206  3.68131  0.51
H  3.76552  -0.02217  5.80901  0.22
H  -3.22355  -9.16016  -2.21249  0.29
H  3.19737  4.72957  1.89567  0.33
H  0.73348  0.37895  1.66309  -0.59
H  3.82538  -0.44424  3.43508  0.18
H  1.85158  1.90733  -2.51809  0.31
H  -2.30239  -8.85213  -3.62086  0.31
H  -0.25671  0.75506  -2.65246  -0.54
H  -5.43852  -0.15424  -3.08422  0.48
H  -0.95923  -2.76082  -1.13072  -0.09
H  -0.97338  -1.94138  -2.65032  -0.19
H  -2.97856  2.92328  5.68537  0.78
H  -3.82988  -2.00827  2.40200  0.33
H  1.23928  -7.19591  -2.08587  0.37
H  -0.13249  -5.03095  -2.54955  0.14
H  -1.29606  -8.97304  -0.78590  0.32
H  3.75731  0.46463  1.95713  0.64
H  -3.81226  2.72019  -1.73608  0.16
H  -0.84400  1.64432  -6.58540  0.27
H  -0.98880  0.04140  -7.45273  0.41
H  3.87550  2.45964  7.58056  0.25
H  -2.69791  -1.07752  -0.35482  -0.18
H  -5.38310  0.50199  1.92273  0.44
H  -2.08963  6.61191  -6.39873  0.35
H  0.04985  -1.04512  -5.54787  -0.32
H  5.28441  1.56496  3.73610  0.60
H  0.55578  0.66103  -7.18878  0.34
H  -2.05164  6.34429  -2.10574  0.33
H  -0.18929  -9.31159  -2.03181  0.32
H  3.99106  2.59380  3.19468  0.42
H  -2.59890  -2.54876  -1.98097  0.57
H  -0.64262  6.09492  2.61928  0.45
H  -3.50718  2.78182  2.19701  0.18
H  1.15611  1.20952  0.20636  0.04
H  2.41488  0.46735  3.06150  -0.50
H  -1.05503  4.08407  -4.96158  0.06
H  4.28332  0.81089  8.10831  0.58
H  0.42501  2.43544  4.55183  -0.54
H  -1.35075  -0.19193  -4.90563  0.20
H  -4.07948  0.08157  5.16286  0.44
H  3.56956  -3.89128  -4.26373  0.36
H  -1.43803  3.37374  -2.70377  0.10
H  3.51843  -2.80224  -2.19150  0.34
H  -0.64932  -5.20716  -0.87115  0.25
H  -0.47210  4.48478  -1.85207  0.41
H  -0.30718  6.64150  6.03490  0.34
H  1.80466  2.61390  7.66774  0.56
H  -2.68064  4.32145  -4.94764  0.31
H  2.71430  0.79848  -3.51119  0.52
H  0.55538  -0.75535  -3.03861  -0.89
H  0.83052  -1.68259  -0.23010  -0.56
H  -1.21649  1.59468  -0.43610  -0.15
H  -3.21677  5.41002  -2.89135  0.33
H  7.00941  -3.09918  0.61900  0.36
H  -1.68804  0.82646  1.12602  -0.78
H  5.31506  1.02280  6.04961  0.36
H  -2.09717  -10.42589  -2.76561  0.34
H  -2.00995  5.06056  -7.22023  0.38
H  -1.99508  4.03320  -1.13419  -0.12
H  -0.70718  -3.90127  -9.05492  0.33
H  2.67158  -4.19289  -8.74036  0.44
H  0.08720  -3.45311  -4.58182  0.77
H  1.02640  -4.79387  -1.13023  0.19
H  -6.68336  -2.47329  0.40727  0.36
H  2.36236  0.34029  -1.85222  0.03
H  0.36732  -7.11698  -0.51259  0.32
H  0.45982  2.13666  1.49792  -0.14
H  -0.55481  5.77990  -6.64228  0.33
H  -2.13361  -0.10777  -1.82993  0.05
H  0.27421  1.04200  6.39458  0.27
H  2.68333  1.13557  7.48037  0.19
H  4.39595  -2.57422  2.67254  0.41
H  4.68226  4.86804  5.04948  0.40

As for the net charge: 0. The energy relative to the best compared isomer or geometry (same formula, charge and spin) is 90.5 kcal/mol. The orbital gap comes out at 5.2665 eV. The HOMO energy comes out at -7.09 eV.


[2]
Molecular formula: C4H5N3
Method: DFT, ωB97M-V/def2-TZVPD

Each line ends with the Mulliken charge.
Geometry (Å):
N  -1.46208  0.80584  0.07055  -0.50
N  1.93632  -0.23368  -0.02105  0.21
N  1.09575  -1.25177  -0.10507  -0.82
C  -0.01714  0.72956  -0.12886  0.19
C  1.32193  1.04635  -0.00218  -0.61
C  -0.09405  -0.73283  -0.19625  0.45
C  -1.63131  -0.71919  0.13429  -0.37
H  -2.27299  -0.88782  -0.64374  0.27
H  -1.73919  1.13908  -0.86453  0.33
H  2.96567  -0.42608  0.30243  0.29
H  -1.93820  -1.38659  0.98104  0.24
H  1.83528  1.91713  0.47336  0.32

As for the net charge: 0. The energy relative to the best compared isomer or geometry (same formula, charge and spin) is 109.1 kcal/mol. The orbital gap comes out at 9.7270 eV. The HOMO energy comes out at -8.62 eV.


[3]
Molecular formula: C9H20Cl
Method: DFT, ωB97M-V/def2-TZVPD

Each line ends with the Löwdin spin population.
Geometry (Å):
Cl  -0.62440  -1.44172  0.20539  0.00
C  0.55032  1.45480  2.79083  0.00
C  -0.16778  2.98574  4.61174  0.00
C  -4.51995  2.63224  1.33914  0.00
C  -0.30387  1.55174  4.04584  0.00
C  -1.79136  1.18826  3.76081  0.00
C  -4.74936  0.35055  2.58566  0.74
C  -2.54908  2.04120  2.73438  0.03
C  0.19296  0.58431  5.11774  0.00
C  -4.10302  1.75500  2.59476  0.10
H  -0.38275  0.67719  6.03572  0.00
H  -1.98765  1.98196  1.76951  0.00
H  1.62873  1.53076  3.06340  0.00
H  0.88491  3.17681  4.85987  0.00
H  -1.57161  -0.62564  0.40222  0.00
H  -1.84304  0.13796  3.46979  0.00
H  0.13841  -0.45994  4.77522  0.00
H  -3.85414  2.46712  0.47431  0.00
H  -4.57002  2.13167  3.53941  0.03
H  -3.89310  -0.27039  2.87944  0.05
H  -4.79322  0.10198  1.52557  0.06
H  -2.33300  1.26780  4.72575  0.00
H  0.40769  0.47280  2.27796  0.00
H  -5.51860  2.36179  1.02086  0.00
H  -2.36905  3.10598  3.03414  0.00
H  -0.75934  3.11211  5.51595  0.00
H  1.25842  0.79255  5.36785  0.00
H  -0.47095  3.73877  3.87589  0.00
H  -4.50492  3.71787  1.53134  0.00
H  0.33158  2.25835  2.08800  0.00

Its spin multiplicity is 2. As for the net charge: 0. The orbital gap (alpha / beta) comes out at 10.4369 / 9.7889 eV. The HOMO energy (alpha / beta) comes out at -9.73 / -10.57 eV.


| no. | total energy (Eh) |
| --- | --- |
| 1 | -4359.7016 |
| 2 | -319.5383 |
| 3 | -814.9955 |